{"formula": "C22H17BrF3FeN3O2S", "method": "ωB97M-V/def2-TZVPD", "energy_ev": -155073.2548, "multiplicity": 5, "symbols": ["Fe", "O", "C", "C", "C", "C", "C", "C", "C", "O", "N", "N", "C", "C", "Br", "C", "C", "C", "C", "C", "C", "C", "H", "H", "H", "H", "H", "H", "H", "H", "H", "H", "H", "H", "H", "H", "F", "C", "F", "F", "C", "C", "C", "C", "N", "C", "S", "H", "H", "H"], "positions_angstrom": [[-0.232, 0.110, 1.762], [-5.020, 2.326, 0.656], [-5.059, 0.948, 0.647], [-6.100, 0.256, 0.051], [-6.092, -1.133, 0.062], [-5.049, -1.815, 0.666], [-4.015, -1.103, 1.262], [-4.000, 0.282, 1.260], [-2.871, 1.065, 1.925], [-1.956, 0.255, 2.514], [-2.199, 1.938, 0.907], [-1.244, 1.290, 0.229], [-0.860, 1.627, -0.938], [0.199, 0.895, -1.622], [0.732, -0.732, -0.786], [0.764, 1.332, -2.747], [1.812, 0.721, -3.580], [1.792, -0.628, -3.929], [2.795, -1.155, -4.729], [3.823, -0.344, -5.185], [3.840, 1.004, -4.856], [2.833, 1.537, -4.067], [-5.839, 2.669, 0.283], [-6.913, 0.799, -0.419], [-6.906, -1.674, -0.402], [-5.042, -2.897, 0.681], [-3.200, -1.611, 1.760], [-3.316, 1.771, 2.638], [-2.810, 2.542, 0.369], [-1.303, 2.466, -1.474], [0.422, 2.311, -3.073], [0.982, -1.262, -3.594], [2.769, -2.203, -4.999], [4.607, -0.760, -5.805], [4.635, 1.643, -5.216], [2.843, 2.589, -3.811], [5.816, -0.260, 3.690], [4.688, 0.336, 3.248], [4.413, 1.323, 4.112], [4.990, 0.902, 2.069], [3.561, -0.653, 3.128], [3.769, -1.977, 3.451], [2.734, -2.901, 3.335], [1.518, -2.441, 2.882], [1.302, -1.163, 2.568], [2.286, -0.240, 2.686], [1.807, 1.354, 2.251], [4.744, -2.291, 3.797], [2.873, -3.941, 3.587], [0.673, -3.109, 2.761]], "forces_ev_per_angstrom": [[0.056, -0.043, 0.043], [-0.002, -0.023, -0.011], [-0.001, 0.065, 0.019], [0.021, -0.043, 0.008], [-0.013, 0.020, -0.013], [0.000, -0.015, 0.002], [0.021, 0.013, -0.010], [-0.027, -0.038, -0.028], [-0.061, 0.050, -0.054], [0.000, -0.033, 0.076], [0.092, 0.116, 0.077], [-0.049, 0.050, -0.063], [-0.046, -0.011, 0.076], [0.094, -0.032, -0.059], [0.022, -0.016, -0.069], [-0.010, 0.041, 0.005], [-0.096, 0.012, 0.088], [0.116, 0.011, -0.083], [-0.083, 0.000, 0.054], [0.055, -0.016, -0.041], [-0.026, 0.042, 0.029], [0.032, -0.089, -0.038], [0.004, 0.002, 0.002], [-0.002, 0.004, -0.001], [0.001, -0.003, 0.001], [-0.002, 0.000, -0.001], [-0.006, -0.005, 0.002], [0.025, 0.007, 0.008], [-0.057, -0.074, -0.046], [-0.018, 0.002, 0.010], [-0.017, -0.005, 0.002], [-0.009, 0.002, 0.009], [0.009, 0.002, -0.006], [-0.001, 0.005, 0.001], [0.004, -0.006, -0.004], [-0.003, 0.007, 0.005], [0.008, -0.014, 0.002], [-0.013, 0.009, -0.035], [-0.007, 0.005, 0.009], [0.009, 0.000, 0.011], [0.020, -0.028, 0.013], [0.002, -0.009, 0.007], [-0.012, 0.043, -0.010], [0.005, -0.027, -0.001], [-0.049, -0.062, 0.016], [0.052, 0.030, 0.014], [-0.031, 0.057, -0.022], [-0.002, -0.006, 0.001], [0.004, -0.003, 0.001], [-0.005, 0.007, 0.004]], "mulliken_spin": [3.790, 0.000, 0.001, 0.001, 0.000, 0.000, -0.003, 0.003, 0.011, 0.096, -0.008, 0.005, 0.020, -0.013, 0.013, -0.001, 0.001, 0.002, 0.001, 0.000, 0.000, 0.001, 0.000, 0.000, 0.000, 0.000, 0.004, 0.005, -0.002, 0.003, 0.000, -0.002, 0.000, 0.000, 0.000, 0.000, 0.000, 0.000, 0.000, 0.000, 0.007, 0.003, 0.001, 0.002, 0.014, -0.018, 0.065, 0.000, 0.000, 0.000]}



{"formula": "C27H25N3O4Pd", "method": "ωB97M-V/def2-TZVPD", "energy_ev": -44526.0135, "total_charge": 2, "multiplicity": 5, "symbols": ["Pd", "O", "C", "O", "C", "C", "C", "C", "C", "C", "C", "C", "C", "N", "H", "H", "H", "H", "H", "H", "O", "C", "O", "C", "C", "C", "C", "C", "C", "N", "C", "C", "C", "C", "C", "C", "N", "H", "H", "H", "H", "H", "H", "H", "H", "H", "H", "C", "C", "C", "C", "H", "H", "H", "H", "H", "H", "H", "H", "H"], "positions_angstrom": [[0.614, 0.766, -0.716], [0.430, 4.773, -0.783], [0.485, 3.623, -0.433], [1.283, 2.675, -0.756], [-0.584, 3.164, 0.614], [-1.050, 4.074, 1.566], [-1.924, 3.594, 2.521], [-2.401, 2.276, 2.435], [-3.333, 1.740, 3.353], [-3.848, 0.451, 3.188], [-3.480, -0.305, 2.090], [-2.558, 0.194, 1.171], [-1.950, 1.457, 1.368], [-0.974, 1.901, 0.533], [-0.712, 5.100, 1.539], [-2.279, 4.246, 3.312], [-3.642, 2.352, 4.193], [-4.558, 0.052, 3.901], [-3.926, -1.280, 1.943], [-2.337, -0.351, 0.265], [0.046, -5.559, 3.938], [0.049, -4.235, 3.939], [0.031, -3.594, 4.952], [0.045, -3.491, 2.629], [0.620, -2.202, 2.635], [0.618, -1.441, 1.507], [0.003, -1.911, 0.297], [-0.568, -3.221, 0.314], [-0.554, -3.978, 1.458], [-0.061, -1.102, -0.763], [-0.617, -1.477, -1.988], [-0.845, -0.509, -2.959], [-1.344, -0.813, -4.255], [-1.460, 0.191, -5.184], [-1.091, 1.496, -4.849], [-0.614, 1.743, -3.561], [-0.518, 0.789, -2.657], [0.142, -5.976, 3.075], [1.069, -1.840, 3.550], [1.082, -0.463, 1.524], [-1.017, -3.629, -0.582], [-1.028, -4.951, 1.446], [-0.835, -2.515, -2.205], [-1.603, -1.835, -4.495], [-1.824, -0.026, -6.179], [-1.168, 2.307, -5.558], [-0.306, 2.737, -3.256], [4.775, 0.286, -1.874], [3.525, 0.804, -1.136], [3.632, 0.512, 0.362], [2.322, 0.156, -1.762], [5.653, 0.788, -1.470], [4.723, 0.495, -2.942], [4.888, -0.790, -1.731], [3.477, 1.881, -1.292], [3.559, -0.561, 0.558], [2.854, 1.043, 0.922], [4.591, 0.857, 0.747], [2.333, -0.931, -1.664], [2.157, 0.461, -2.794]], "forces_ev_per_angstrom": [[0.474, 0.956, -1.046], [0.279, -0.093, -0.091], [-0.997, -0.145, 0.887], [0.478, 0.089, -0.524], [0.725, 0.691, -0.447], [-0.213, -0.368, 0.007], [-0.085, 0.375, 0.198], [-0.051, -0.352, -0.193], [0.382, 0.720, -0.072], [-0.198, -0.785, -0.320], [-0.358, 0.029, 0.515], [0.151, -0.031, -0.183], [0.390, 0.907, 0.148], [-0.794, -0.755, 0.351], [0.048, -0.014, -0.026], [0.007, -0.060, 0.018], [-0.032, -0.058, 0.017], [0.005, 0.062, 0.025], [0.037, 0.005, -0.062], [0.129, -0.081, -0.039], [-0.084, -0.342, 0.218], [-0.002, 0.538, -0.006], [-0.018, -0.175, -0.043], [-0.057, -0.214, -0.056], [0.098, 0.135, -0.148], [0.003, 0.062, 0.184], [-0.112, 0.197, -0.520], [-0.198, -0.395, -0.109], [0.026, 0.020, -0.045], [0.357, -0.654, 1.187], [-0.494, -0.393, -0.692], [-0.007, 0.152, -0.185], [0.043, -0.137, 0.218], [-0.007, 0.182, -0.130], [-0.062, -0.136, 0.066], [-0.105, 0.098, 0.000], [0.440, -0.275, 0.518], [0.065, 0.110, -0.124], [-0.014, -0.021, 0.007], [0.037, 0.032, -0.062], [-0.008, 0.021, 0.120], [0.032, -0.017, 0.001], [0.111, 0.097, 0.018], [-0.014, 0.014, -0.013], [-0.009, -0.024, 0.012], [0.023, -0.008, -0.012], [0.034, -0.016, -0.001], [-0.241, -0.058, 0.044], [0.247, 0.080, 0.103], [-0.053, 0.069, -0.173], [-0.211, 0.019, 0.317], [0.039, -0.030, -0.019], [0.027, -0.016, -0.007], [0.069, 0.002, -0.026], [-0.068, -0.017, 0.045], [-0.001, -0.005, 0.028], [-0.009, -0.042, 0.069], [-0.015, 0.011, 0.038], [-0.045, 0.012, -0.028], [-0.189, 0.030, 0.043]], "mulliken_spin": [0.755, 0.003, -0.013, 0.024, -0.064, 0.072, 0.082, -0.007, 0.262, 0.148, 0.015, 0.129, 0.102, 0.173, 0.002, 0.003, -0.004, 0.004, 0.003, 0.082, -0.001, 0.001, 0.067, 0.227, -0.020, 0.183, 0.018, 0.272, -0.040, 0.400, 0.338, 0.054, 0.208, -0.054, 0.215, -0.001, 0.305, 0.001, 0.004, -0.013, 0.007, 0.000, 0.001, 0.004, 0.002, 0.005, 0.020, 0.003, 0.028, 0.002, 0.010, 0.002, 0.000, 0.000, -0.003, -0.004, 0.000, 0.004, -0.010, -0.008]}



{"formula": "C6H10NO2", "method": "ωB97M-V/def2-TZVPD", "smiles": "C1C[C@]2(C1)C[C@]1([NH2+]2)OO1", "energy_ev": -11955.6941, "total_charge": 1, "relative_energy_kcal_mol": 125.7, "symbols": ["C", "C", "C", "C", "C", "C", "N", "O", "O", "H", "H", "H", "H", "H", "H", "H", "H", "H", "H"], "positions_angstrom": [[1.874, -1.054, 0.517], [1.024, -0.948, -0.773], [-0.082, -0.238, -0.103], [0.690, -0.400, 1.234], [-1.558, -0.400, -0.297], [-1.571, 1.100, -0.573], [-0.157, 1.299, -0.498], [-2.308, 2.165, 0.361], [-2.431, 1.958, -1.070], [1.876, -2.131, 0.811], [2.913, -0.550, 0.628], [1.666, -0.452, -1.556], [0.818, -1.884, -1.204], [0.179, -1.153, 1.783], [0.599, 0.432, 1.837], [-1.976, -1.034, -1.028], [-2.020, -0.439, 0.746], [0.052, 1.859, 0.347], [0.413, 1.872, -1.163]], "forces_ev_per_angstrom": [[0.964, -0.267, 0.796], [3.580, 0.414, -1.790], [2.220, 0.463, 0.104], [-1.675, -1.426, -1.257], [-0.686, 2.621, 2.753], [-3.550, 1.965, 2.179], [1.995, 1.437, 1.192], [1.637, -2.416, -0.703], [-0.236, 0.161, -1.970], [0.762, 1.002, 0.043], [-1.904, -0.983, -0.560], [-1.289, 0.087, 0.435], [-0.690, -1.273, -0.408], [-0.558, -0.759, 0.642], [0.819, 2.029, 1.385], [-0.335, -0.804, -0.719], [0.064, -0.683, -1.534], [-0.412, -0.272, -0.022], [-0.707, -1.295, -0.564]], "lowdin_charge": [-0.106, -0.109, -0.321, -0.080, 0.080, -0.378, 0.241, 0.064, 0.107, 0.127, 0.152, 0.148, 0.112, 0.122, 0.102, 0.136, 0.180, 0.191, 0.230]}



{"formula": "C31H25N6O3PdS2Se", "method": "ωB97M-V/def2-TZVPD", "energy_ev": -138127.3418, "total_charge": 1, "relative_energy_kcal_mol": 18.2, "symbols": ["Pd", "O", "S", "O", "N", "C", "C", "C", "C", "C", "C", "C", "C", "N", "C", "C", "C", "C", "C", "C", "C", "H", "H", "H", "H", "H", "H", "H", "H", "H", "H", "H", "Se", "N", "C", "C", "C", "C", "C", "N", "C", "C", "N", "C", "C", "C", "C", "C", "N", "H", "H", "H", "H", "H", "H", "O", "S", "C", "C", "C", "C", "H", "H", "H", "H", "H", "H", "H", "H"], "positions_angstrom": [[-0.022, 0.083, 0.025], [-0.096, 4.422, -0.467], [-0.692, 3.274, 0.139], [-0.272, 2.911, 1.474], [-0.420, 1.906, -0.753], [-0.789, 1.836, -2.063], [-1.310, 2.875, -2.830], [-1.660, 2.652, -4.163], [-1.488, 1.427, -4.769], [-0.934, 0.354, -4.044], [-0.651, -0.918, -4.585], [-0.059, -1.875, -3.791], [0.199, -1.595, -2.453], [-0.083, -0.418, -1.908], [-0.606, 0.565, -2.681], [-2.466, 3.511, 0.277], [-3.099, 4.613, -0.262], [-4.413, 4.880, 0.093], [-5.059, 4.059, 1.004], [-4.425, 2.938, 1.515], [-3.124, 2.654, 1.138], [-1.407, 3.854, -2.392], [-2.065, 3.474, -4.735], [-1.740, 1.286, -5.809], [-0.890, -1.132, -5.613], [0.205, -2.844, -4.185], [0.645, -2.345, -1.815], [-2.555, 5.271, -0.919], [-4.919, 5.740, -0.317], [-6.058, 4.304, 1.329], [-4.926, 2.298, 2.224], [-2.592, 1.801, 1.534], [-3.377, -6.362, 2.698], [-1.729, -5.839, 2.348], [-1.755, -4.603, 1.884], [-0.588, -3.851, 1.524], [0.695, -4.358, 1.643], [1.780, -3.555, 1.290], [1.542, -2.273, 0.822], [0.321, -1.772, 0.671], [-0.777, -2.524, 1.019], [-2.073, -1.997, 0.836], [-2.216, -0.781, 0.230], [-3.418, -0.300, -0.032], [-4.588, -0.930, 0.371], [-4.490, -2.151, 1.034], [-3.243, -2.721, 1.237], [-3.062, -4.030, 1.783], [-4.047, -4.814, 2.179], [0.826, -5.367, 2.003], [2.788, -3.926, 1.376], [2.362, -1.610, 0.544], [-3.447, 0.624, -0.598], [-5.545, -0.490, 0.146], [-5.365, -2.679, 1.379], [0.452, 0.486, 2.038], [-0.665, 0.944, 2.949], [0.026, 2.205, 4.092], [-0.048, 1.629, 5.494], [0.294, 0.151, 5.359], [-0.587, -0.383, 4.243], [-0.558, 3.110, 3.951], [1.040, 2.395, 3.753], [-1.057, 1.742, 5.895], [0.642, 2.142, 6.164], [0.137, -0.390, 6.292], [1.339, 0.058, 5.062], [-1.602, -0.593, 4.575], [-0.172, -1.265, 3.759]], "forces_ev_per_angstrom": [[1.512, 0.991, 0.413], [-0.261, 0.156, -0.263], [0.224, -1.022, -0.021], [-0.083, 0.593, -0.422], [-0.123, 0.723, 1.368], [-0.480, 0.488, -1.021], [0.298, -0.543, 0.484], [-0.016, -0.490, -0.447], [-0.053, 0.357, -0.031], [0.110, 0.117, 0.262], [0.185, -0.152, 0.513], [-0.257, 0.235, -0.516], [-0.051, 0.449, 0.445], [0.153, -0.766, -0.510], [-0.200, 0.459, -0.423], [0.595, 0.040, -0.053], [0.070, 0.083, -0.109], [0.032, -0.058, 0.023], [-0.095, 0.066, -0.045], [0.137, -0.109, -0.087], [-0.125, -0.052, 0.136], [-0.023, 0.076, -0.109], [-0.026, 0.045, -0.063], [-0.049, -0.012, -0.068], [-0.016, 0.013, -0.214], [-0.018, -0.071, -0.024], [-0.029, 0.040, 0.058], [0.081, 0.159, -0.072], [-0.012, 0.075, -0.011], [-0.145, -0.002, -0.016], [-0.118, -0.079, 0.079], [-0.138, 0.047, 0.093], [0.263, 0.508, -0.188], [0.801, 0.163, -0.112], [-0.820, -1.063, 0.538], [0.033, 1.433, -0.553], [0.815, 0.481, -0.235], [-0.659, -0.540, 0.246], [0.220, 0.267, -0.105], [-0.949, -1.301, 0.339], [2.781, -1.324, 0.323], [-3.422, 1.340, -0.476], [-0.390, -1.295, 0.490], [0.194, -0.214, 0.025], [-0.023, -0.772, 0.346], [-0.307, 0.809, -0.380], [1.340, 0.948, -0.467], [-0.422, -1.259, 0.563], [-0.304, 0.618, -0.255], [0.048, -0.067, 0.050], [0.123, 0.027, 0.001], [-0.205, -0.164, 0.079], [0.002, 0.058, 0.083], [-0.125, 0.054, 0.030], [-0.100, -0.068, -0.046], [0.568, -0.133, -0.769], [-0.115, -0.557, 1.505], [-0.384, -0.019, -0.136], [0.033, -0.141, 0.033], [-0.007, 0.077, 0.110], [-0.081, 0.354, -0.172], [0.024, 0.032, -0.057], [0.106, -0.110, -0.148], [-0.009, 0.036, 0.065], [-0.046, 0.064, -0.014], [0.074, -0.052, -0.048], [0.079, -0.095, 0.083], [-0.109, 0.039, 0.057], [-0.106, 0.013, -0.153]], "lowdin_charge": [1.008, -0.257, 0.653, -0.396, -0.216, -0.273, -0.007, -0.052, -0.035, -0.147, 0.022, -0.034, -0.096, -0.022, -0.153, -0.263, -0.050, -0.054, -0.065, -0.064, -0.108, 0.087, 0.114, 0.114, 0.124, 0.112, 0.106, 0.113, 0.112, 0.109, 0.108, 0.044, 1.185, -0.233, -0.331, -0.076, 0.035, -0.005, -0.102, -0.050, -0.119, -0.133, 0.076, -0.116, -0.004, 0.027, -0.080, -0.333, -0.231, 0.126, 0.117, 0.133, 0.117, 0.115, 0.123, -0.609, 0.991, -0.279, -0.224, -0.231, -0.282, 0.093, 0.110, 0.118, 0.123, 0.120, 0.121, 0.092, 0.081]}